# 1
{"formula": "C22H28N2O4", "method": "ωB97M-V with the def2-TZVPD basis set", "symbols": ["H", "H", "O", "H", "C", "H", "O", "C", "H", "H", "H", "H", "H", "H", "H", "C", "C", "C", "H", "C", "H", "C", "C", "C", "O", "C", "H", "H", "N", "C", "H", "C", "H", "O", "C", "N", "C", "H", "C", "H", "C", "H", "C", "H", "C", "H", "H", "H", "C", "C", "H", "H", "H", "H", "C", "C"], "xyz": [[5.814, -0.418, 2.703], [-7.055, -1.467, -1.098], [-5.125, -1.685, -1.834], [-0.979, 1.942, 0.607], [4.912, -2.627, 0.313], [4.680, -4.231, -2.069], [-4.158, -0.301, 2.724], [3.918, -2.845, -0.635], [-1.501, 3.958, -0.470], [-2.836, -0.708, -2.299], [7.006, -0.888, 1.492], [5.626, -3.411, 0.520], [-0.591, 4.322, -1.935], [2.223, -1.984, -1.623], [-0.607, 5.471, -0.597], [3.085, -0.620, -0.217], [-3.131, -0.622, -1.267], [5.001, -1.423, 0.996], [-6.787, -2.624, -2.423], [0.661, 3.759, -0.269], [1.878, 5.516, -0.559], [0.709, 2.269, -0.622], [1.912, 4.456, -0.799], [4.083, -0.417, 0.728], [2.493, 2.002, 1.003], [1.900, 1.544, 0.049], [2.804, 4.031, -0.349], [-6.280, -3.045, -0.770], [2.137, 0.355, -0.547], [6.092, -1.198, 2.000], [2.920, -4.235, -1.926], [-4.745, -1.025, 0.476], [-2.010, 0.493, 1.740], [-0.395, 0.002, -1.798], [-3.886, -0.434, 1.398], [-0.511, 1.595, -0.214], [-5.372, -0.803, 3.226], [4.137, 0.521, 1.253], [-2.657, 0.075, 0.985], [0.651, 3.847, 0.823], [-6.377, -2.230, -1.495], [1.474, 0.075, -1.270], [-0.590, 4.414, -0.851], [0.793, 2.145, -1.709], [3.008, -1.835, -0.894], [-6.234, -0.303, 2.772], [3.919, -4.985, -0.673], [-5.358, -0.590, 4.294], [-4.364, -1.123, -0.859], [3.849, -4.151, -1.368], [6.308, -2.112, 2.549], [1.978, 4.350, -1.880], [-5.454, -1.884, 3.075], [-5.697, -1.413, 0.797], [-2.286, -0.015, -0.350], [-0.985, 0.506, -0.851]], "atomic_forces_ev_per_a": [[0.0, 0.0, 0.1], [0.0, 0.0, 0.0], [0.3, 0.1, 0.0], [-0.1, 0.0, -0.1], [0.0, 0.1, 0.0], [0.0, -0.1, -0.1], [0.3, 0.1, -0.2], [0.0, 0.1, 0.0], [-0.1, 0.0, 0.0], [0.0, 0.0, -0.1], [0.1, 0.0, 0.0], [0.1, -0.1, 0.0], [0.0, 0.0, -0.2], [-0.1, 0.0, -0.1], [0.0, 0.1, 0.0], [0.3, -0.1, 0.2], [-0.1, 0.0, -0.1], [-0.1, -0.2, -0.1], [0.0, 0.0, 0.1], [0.0, -0.1, -0.2], [0.0, 0.1, 0.0], [0.2, 0.2, 0.1], [-0.1, -0.2, 0.2], [0.0, 0.1, 0.1], [0.1, 0.1, 0.2], [-0.3, 0.2, -0.3], [0.1, 0.0, 0.0], [0.0, 0.0, 0.0], [0.0, -0.4, -0.4], [0.0, 0.0, -0.1], [0.0, -0.1, -0.1], [-0.3, -0.1, 0.1], [0.1, 0.0, 0.1], [-0.1, -0.1, -0.3], [0.2, 0.1, -0.1], [0.0, 0.2, 0.2], [-0.2, -0.1, 0.1], [0.0, 0.0, 0.0], [-0.1, 0.0, 0.1], [0.0, 0.0, 0.0], [-0.2, -0.1, 0.1], [0.1, 0.2, 0.2], [0.1, -0.1, 0.2], [0.0, 0.1, 0.1], [0.0, 0.0, 0.1], [0.0, 0.0, 0.0], [0.0, -0.1, 0.0], [0.0, 0.0, -0.1], [0.3, 0.2, 0.0], [0.0, 0.0, 0.0], [0.0, 0.0, 0.1], [0.0, 0.0, -0.2], [0.0, 0.0, 0.0], [-0.1, 0.0, 0.0], [-0.5, -0.4, 0.1], [0.0, 0.2, 0.1]], "lowdin_charge": [0.08, 0.10, -0.07, 0.14, -0.02, 0.08, -0.08, -0.27, 0.07, 0.13, 0.08, 0.12, 0.09, 0.12, 0.08, -0.20, 0.06, -0.27, 0.09, -0.38, 0.08, -0.20, -0.06, 0.02, 0.08, -0.41, 0.07, 0.10, 0.15, -0.05, 0.07, 0.05, 0.12, 0.05, -0.26, 0.13, -0.09, 0.10, 0.04, 0.14, -0.09, 0.11, -0.07, 0.16, 0.01, 0.10, 0.08, 0.09, -0.25, -0.05, 0.08, 0.09, 0.10, 0.09, -0.12, -0.42], "spin_multiplicity": 1, "fmax_ev_per_a": 0.64, "smiles": "COc1cc(OC)cc(C(=O)N[C@H](C(=O)Nc2cc(C)cc(C)c2)C(C)C)c1", "e_above_lowest_kcal_mol": 23.53}



# 2
{"formula": "C22H28N2O5", "method": "ωB97M-V with the def2-TZVPD basis set", "symbols": ["C", "H", "O", "C", "H", "C", "H", "C", "H", "H", "C", "O", "C", "H", "H", "C", "C", "H", "O", "C", "C", "N", "C", "H", "H", "C", "C", "H", "H", "C", "H", "H", "O", "C", "H", "H", "N", "H", "H", "H", "H", "C", "H", "C", "H", "H", "O", "C", "H", "C", "H", "H", "H", "C", "H", "C", "C"], "xyz": [[-3.941, 0.681, 1.029], [-5.616, -3.841, 0.917], [-2.874, 2.720, -0.563], [-0.400, 0.180, -1.265], [6.702, 2.047, 2.825], [-1.089, 1.395, -1.283], [3.307, -1.821, 1.323], [3.662, -0.851, 0.971], [-3.871, -1.151, 2.158], [-0.299, 2.174, -3.101], [-2.729, 0.459, 0.277], [4.799, 2.388, 1.276], [5.637, 0.438, 0.091], [0.815, -1.915, -2.406], [-6.345, -1.636, 1.802], [-5.757, -1.043, 1.097], [5.157, -0.905, 0.664], [4.962, 0.144, -1.928], [2.052, -2.586, -0.379], [-5.322, -1.940, -0.063], [-2.244, 1.523, -0.510], [6.637, 1.384, 2.071], [-4.824, -3.304, 0.401], [2.187, -0.906, -2.916], [3.458, -0.088, 1.729], [-1.998, -0.732, 0.275], [-4.532, 1.896, 0.951], [-4.544, -1.438, -0.642], [3.069, 1.533, 0.022], [1.451, -1.067, -2.122], [-2.324, -1.566, 0.873], [2.673, 1.026, -1.627], [-4.515, 4.072, 0.035], [2.178, -1.458, -0.826], [-1.339, 3.303, -2.203], [-4.505, -3.900, -0.451], [2.925, -0.516, -0.231], [-6.400, -0.248, 0.715], [7.349, 0.682, 1.987], [5.337, -1.691, -0.072], [-3.981, -3.211, 1.081], [3.271, 0.787, -0.752], [-0.322, -1.812, -0.440], [-4.589, -0.392, 1.855], [-6.177, -2.092, -0.725], [5.706, -1.157, 1.573], [0.707, 0.130, -2.056], [4.761, 0.832, -1.103], [-5.436, 2.119, 1.496], [5.624, 1.509, 1.182], [6.673, 0.331, -0.249], [0.306, 2.965, -1.650], [5.013, 1.843, -1.425], [-0.857, -0.877, -0.478], [-4.988, 0.069, 2.761], [-4.018, 2.976, 0.141], [-0.580, 2.533, -2.113]], "atomic_forces_ev_per_a": [[-0.3, 0.5, 0.1], [0.0, -0.1, 0.1], [0.1, 0.1, -0.1], [-0.5, 0.2, 0.3], [0.0, 0.0, 0.0], [0.0, 0.1, 0.0], [0.0, 0.2, 0.0], [0.1, -0.4, 0.2], [0.0, 0.0, 0.1], [0.0, 0.1, -0.1], [0.3, 0.2, -0.3], [-0.3, 0.3, 0.0], [-0.1, 0.0, -0.2], [0.1, 0.1, 0.1], [-0.1, 0.0, 0.0], [0.1, -0.1, -0.1], [-0.1, 0.1, 0.1], [0.0, 0.0, 0.0], [-0.1, -0.3, -0.1], [-0.1, -0.1, 0.2], [0.4, -0.9, 0.1], [0.3, 0.1, 0.4], [0.0, 0.2, -0.2], [-0.1, 0.0, 0.1], [0.0, 0.0, 0.0], [-0.2, 0.3, 0.0], [0.2, -0.5, 0.1], [0.0, 0.0, -0.1], [-0.1, -0.1, -0.2], [0.0, -0.3, -0.1], [-0.1, -0.1, 0.1], [0.0, 0.0, 0.1], [0.2, -0.4, 0.0], [-0.3, 0.0, -0.2], [0.0, 0.1, -0.1], [0.1, -0.1, 0.0], [0.1, 0.1, 0.3], [0.0, 0.0, 0.1], [0.0, 0.0, 0.0], [0.0, 0.0, 0.0], [0.1, -0.1, 0.1], [0.1, 0.4, -0.4], [0.1, -0.1, 0.0], [-0.2, 0.0, 0.0], [0.0, 0.0, -0.1], [0.0, -0.1, 0.0], [-0.2, 0.2, 0.0], [0.0, 0.2, 0.3], [-0.1, 0.0, 0.0], [0.4, -0.4, -0.3], [-0.1, 0.0, 0.1], [0.1, 0.1, 0.0], [0.0, 0.0, -0.1], [0.3, -0.2, -0.2], [0.1, 0.0, 0.0], [-0.5, 0.6, 0.1], [-0.1, 0.0, 0.0]], "lowdin_charge": [-0.15, 0.07, 0.12, -0.20, 0.11, -0.10, 0.12, -0.12, 0.10, 0.09, -0.10, 0.07, -0.24, 0.14, 0.11, -0.19, -0.12, 0.12, 0.05, -0.25, -0.13, 0.17, -0.11, 0.14, 0.14, 0.00, 0.06, 0.10, 0.13, -0.08, 0.10, 0.12, 0.11, -0.44, 0.08, 0.07, -0.03, 0.11, 0.10, 0.13, 0.06, -0.13, 0.11, -0.14, 0.11, 0.11, -0.06, -0.11, 0.13, -0.53, 0.14, 0.09, 0.12, 0.02, 0.12, -0.44, 0.00], "spin_multiplicity": 1, "fmax_ev_per_a": 0.96, "smiles": "CCCCc1cc(=O)oc2c(C)c(OCC(=O)N3CCC(C(N)=O)CC3)ccc12", "e_above_lowest_kcal_mol": 12.66}



# 3
{"formula": "C22H28N2O6S", "method": "ωB97M-V with the def2-TZVPD basis set", "symbols": ["C", "C", "C", "H", "O", "C", "H", "N", "O", "C", "C", "C", "H", "C", "H", "H", "N", "C", "H", "C", "C", "S", "H", "H", "O", "H", "C", "H", "H", "C", "O", "O", "H", "H", "H", "H", "H", "H", "H", "H", "H", "C", "H", "H", "C", "O", "C", "H", "H", "C", "H", "H", "C", "C", "H", "C", "C", "C", "H"], "xyz": [[2.274, 2.051, -0.178], [-2.262, 1.240, 2.643], [-0.099, 1.603, 3.586], [-0.049, -5.476, -3.877], [-0.751, -4.342, -2.283], [-4.633, -0.194, 2.353], [0.935, 0.200, -2.594], [-1.858, 2.722, 0.129], [-0.443, 0.039, 0.103], [1.251, -1.754, -0.759], [0.175, -2.481, -1.207], [-4.439, 0.986, 1.652], [5.472, -1.021, -0.124], [1.211, 1.152, -2.132], [0.625, 4.064, -1.587], [-1.624, -5.907, -3.168], [1.836, 0.851, -0.863], [2.564, -2.191, -0.947], [1.406, 3.860, 0.624], [0.370, -3.695, -1.871], [0.181, 3.229, -1.035], [0.980, -0.213, 0.106], [1.973, 1.631, -2.756], [-2.820, 3.814, 1.614], [3.539, -1.383, -0.476], [-3.757, -1.594, 3.711], [-1.161, 3.707, -0.458], [-0.294, 2.434, -2.982], [-5.210, 1.351, 0.990], [-0.610, -5.579, -2.943], [-1.526, 4.865, -0.506], [1.604, -0.249, 1.395], [0.613, 2.428, 3.591], [1.870, -5.075, -2.563], [2.973, 2.575, -0.836], [-0.123, -6.322, -2.304], [-1.456, 1.795, 0.196], [5.178, -1.905, -1.642], [5.052, -2.750, -0.071], [-5.554, -0.745, 2.243], [-0.822, -2.108, -1.036], [1.673, -4.142, -2.059], [0.499, 2.379, 0.934], [0.389, 0.710, 3.185], [-3.629, -0.665, 3.176], [-1.157, 2.027, 2.755], [4.880, -1.804, -0.594], [-0.848, 1.421, -1.655], [3.747, -3.787, -1.772], [2.754, -3.401, -1.604], [2.798, 1.727, 0.722], [-1.674, -0.350, 3.962], [1.074, 2.919, 0.182], [-2.448, 0.044, 3.323], [-3.890, 3.184, 0.347], [-3.269, 1.711, 1.782], [-0.025, 2.046, -1.997], [-3.019, 2.949, 0.969], [-0.442, 1.421, 4.609]], "atomic_forces_ev_per_a": [[0.0, 0.3, 0.6], [-0.3, 0.0, 0.0], [0.2, -0.1, 0.2], [0.0, 0.0, 0.0], [-0.1, 0.2, 0.1], [-0.1, -0.2, 0.0], [0.0, 0.1, -0.2], [-0.3, -0.4, 0.1], [0.0, -0.2, -0.3], [0.1, 0.6, 0.2], [-0.2, -0.2, -0.1], [0.1, 0.0, 0.1], [0.0, -0.1, 0.0], [-0.5, 0.0, -0.5], [-0.1, 0.0, 0.1], [0.1, 0.0, 0.0], [-0.4, -0.8, 0.6], [0.2, -0.2, -0.1], [0.0, 0.0, 0.1], [0.3, 0.2, 0.1], [-0.2, 0.1, 0.1], [0.3, -0.2, -0.3], [0.0, -0.1, 0.0], [-0.1, -0.1, -0.1], [0.0, -0.2, 0.0], [0.0, -0.1, 0.0], [0.5, -0.1, -0.5], [0.0, 0.0, 0.0], [-0.1, 0.1, -0.1], [0.0, -0.1, -0.1], [-0.2, 0.4, 0.1], [0.3, 0.1, -0.1], [0.0, -0.1, 0.0], [0.0, -0.1, -0.1], [0.0, -0.1, 0.0], [0.0, 0.0, 0.0], [0.1, 0.2, -0.1], [0.0, 0.0, 0.0], [0.0, 0.0, 0.0], [-0.1, -0.1, 0.0], [-0.2, 0.0, 0.0], [-0.4, -0.1, -0.1], [0.0, 0.1, 0.1], [-0.1, 0.1, 0.1], [-0.1, 0.0, -0.1], [-0.3, 0.0, -0.2], [0.1, -0.1, 0.0], [0.0, 0.1, -0.2], [0.1, 0.0, 0.0], [0.2, 0.4, 0.2], [0.1, 0.2, 0.0], [0.1, 0.0, 0.1], [0.3, 0.0, -0.2], [0.3, 0.1, 0.1], [0.0, 0.0, 0.2], [0.2, 0.1, 0.0], [0.1, -0.1, -0.1], [0.0, 0.3, 0.0], [0.0, 0.0, 0.0]], "lowdin_charge": [-0.18, -0.23, -0.07, 0.10, -0.08, -0.10, 0.12, 0.08, -0.28, -0.19, 0.04, -0.04, 0.10, -0.18, 0.15, 0.09, -0.23, -0.27, 0.13, -0.27, -0.19, 0.73, 0.13, 0.14, -0.10, 0.10, -0.48, 0.13, 0.11, -0.09, 0.07, -0.26, 0.10, 0.11, 0.13, 0.10, 0.09, 0.10, 0.10, 0.10, 0.13, 0.00, 0.09, 0.08, -0.09, -0.09, -0.06, 0.09, 0.11, 0.00, 0.12, 0.11, -0.12, -0.02, 0.13, -0.14, -0.12, -0.10, 0.10], "spin_multiplicity": 1, "fmax_ev_per_a": 1.07, "smiles": "COc1ccc(OC)c(S(=O)(=O)N2CCC(C(=O)NCc3ccccc3OC)CC2)c1", "e_above_lowest_kcal_mol": 38.62}



# 4
{"formula": "C22H28N4", "method": "ωB97M-V with the def2-TZVPD basis set", "symbols": ["H", "C", "C", "C", "C", "H", "H", "C", "H", "H", "H", "C", "H", "H", "N", "H", "H", "C", "H", "C", "C", "N", "C", "H", "C", "H", "H", "H", "H", "H", "C", "C", "H", "H", "H", "C", "H", "C", "C", "H", "C", "C", "N", "C", "H", "N", "C", "H", "C", "H", "H", "C", "H", "H"], "xyz": [[-4.841, -0.226, 4.756], [3.869, -0.484, 0.246], [-0.360, 1.233, -4.754], [5.078, -3.816, 0.176], [-0.115, 0.710, -3.454], [-0.536, 4.150, -1.626], [-4.311, 1.453, 4.488], [-0.934, 0.585, 0.847], [-1.633, 4.584, -2.960], [0.396, -1.984, 1.153], [5.842, -1.268, 2.272], [5.875, -2.320, 1.968], [0.317, 1.207, -0.749], [6.147, -3.987, 0.011], [-0.200, 1.736, -2.575], [-0.184, -0.369, 2.649], [4.639, -4.668, 0.718], [1.368, -1.563, 0.901], [6.878, -2.562, 1.611], [-3.442, 0.550, 2.189], [-4.976, 0.661, 4.120], [-0.584, 2.574, -4.637], [1.434, -0.242, 0.360], [-4.173, 1.699, 0.508], [-2.284, 0.048, 2.828], [2.807, 1.239, -0.473], [-2.391, -0.422, 3.803], [0.117, 4.867, -3.116], [-6.011, 1.011, 4.193], [5.662, -2.934, 2.860], [-5.762, -0.195, 1.937], [2.725, 0.246, -0.019], [-1.358, 0.630, -6.555], [-0.231, -0.552, -5.891], [0.106, -0.322, -3.210], [3.787, -1.802, 0.757], [-5.530, -0.124, 0.868], [-0.642, 4.189, -2.715], [-0.389, 0.519, -6.048], [2.471, -3.319, 1.510], [-2.080, 1.250, 0.295], [-1.068, 0.045, 2.168], [-4.700, 0.395, 2.726], [0.276, 0.546, 0.118], [0.406, 0.861, -6.727], [4.936, -2.568, 0.897], [2.514, -2.326, 1.071], [-6.694, 0.335, 2.144], [-0.478, 2.854, -3.302], [4.574, -3.733, -0.796], [-5.899, -1.264, 2.175], [-3.292, 1.210, 0.939], [-1.987, 1.750, -0.677], [4.859, -0.084, 0.024]], "atomic_forces_ev_per_a": [[-0.2, 0.1, 0.0], [-0.1, -0.3, 0.2], [0.2, 0.2, 2.1], [-0.6, 0.0, 0.1], [-0.4, 0.7, -2.3], [0.0, 0.0, -0.1], [-0.2, -0.2, -0.1], [-0.1, -0.1, 0.4], [0.1, 0.2, 0.1], [0.2, 0.1, -0.1], [0.0, -0.2, -0.1], [-0.1, 0.1, 0.0], [-0.1, 0.4, -0.6], [-0.2, -0.1, 0.0], [0.0, 0.9, 1.1], [-0.3, 0.1, 0.0], [0.2, -0.1, -0.1], [0.2, 0.5, -0.1], [0.0, 0.1, 0.2], [0.2, 0.0, -0.5], [0.4, -0.3, 0.2], [0.0, 0.3, 0.8], [0.9, -1.1, 0.2], [0.4, -0.2, 0.1], [0.3, 0.1, 0.0], [-0.1, -0.4, 0.1], [0.1, 0.1, -0.1], [-0.2, 0.1, 0.1], [0.2, -0.1, 0.1], [0.1, 0.1, -0.1], [-0.1, 0.1, -0.3], [-0.5, 0.1, 0.3], [0.2, 0.1, 0.0], [0.0, 0.0, 0.0], [0.0, 0.1, 0.3], [-0.8, 0.6, -0.1], [-0.1, 0.0, 0.3], [-0.1, 0.5, 0.1], [0.0, -0.3, -0.5], [-0.1, 0.1, -0.2], [0.2, -0.1, -0.3], [-0.3, 0.0, -0.2], [0.2, 0.4, -0.2], [-0.5, 0.3, 0.5], [-0.2, 0.0, 0.1], [0.6, 0.1, -0.2], [0.2, 0.3, -0.1], [0.0, -0.1, -0.2], [0.3, -2.9, -1.5], [0.2, -0.1, 0.2], [0.0, 0.3, 0.0], [-0.1, -0.2, 0.0], [0.2, -0.2, 0.3], [-0.3, -0.1, -0.1]], "lowdin_charge": [0.09, 0.01, -0.42, -0.07, -0.19, 0.06, 0.10, -0.18, 0.06, 0.12, 0.09, -0.07, 0.08, 0.09, -0.03, 0.12, 0.08, -0.01, 0.08, -0.22, -0.06, 0.08, -0.19, 0.13, 0.01, 0.13, 0.12, 0.06, 0.09, 0.09, -0.05, 0.02, 0.06, 0.06, 0.07, -0.24, 0.09, -0.08, -0.10, 0.12, 0.03, 0.00, -0.21, 0.11, 0.06, -0.24, 0.01, 0.09, -0.49, 0.10, 0.10, 0.00, 0.12, 0.12], "spin_multiplicity": 1, "fmax_ev_per_a": 3.24}



These records have M values of 384.5; 400.5; 448.5; 348.5 g/mol, in the order they appear.
These records have electronic energy values of -34439.8467; -36487.8403; -49368.0229; -29225.0611 eV, in the order they appear.
These records have LUMO level values of 0.58; 0.30; 0.45; -2.29 eV, in the order they appear.